ORCA calculation (ωB97M-V with the def2-TZVPD basis set) on one molecule with the formula C3H6N2O.

The calculation puts the strongest force on any atom at 0.0098 hartree/bohr. As for the charge: 0. Its energy above the lowest of the compared OMol25 structures with the same formula, charge and spin is 1.1545 eV. The total energy comes out at -8235.5442 eV. As for the SMILES: [H]/N=C/CNC=O. For the frontier orbital gap, the calculation gives 10.473 eV. As for the spin multiplicity: 1. Its LUMO energy is 0.770 eV.

Each line ends with the natural charge from an NBO analysis.
CARTESIAN COORDINATES (ANGSTROEM)
O (2.68408, -0.55058, 0.65847)  -0.5889
C (1.50773, -0.33444, 0.84718)  0.5514
N (0.09249, 1.21538, -1.16592)  -0.6101
C (-0.94410, 0.71995, -0.63440)  0.1178
C (-0.84333, -0.51055, 0.24202)  -0.2931
N (0.48335, -1.07198, 0.30922)  -0.6222
H (-0.13099, 2.04993, -1.70762)  0.3471
H (-1.95434, 1.13940, -0.74148)  0.1566
H (1.13938, 0.46163, 1.52348)  0.0999
H (-1.18229, -0.24770, 1.25384)  0.2175
H (-1.54238, -1.27626, -0.11349)  0.2248
H (0.77700, -1.64444, -0.47203)  0.3992

---

ORCA calculation (ωB97M-V with the def2-TZVPD basis set) on a 2-piece molecular cluster, C3H6N2O2 overall.

The calculation puts the strongest force on any atom at 0.0860 hartree/bohr. As for the charge: 0. Its energy above the lowest of the compared OMol25 structures with the same formula, charge and spin is 5.4983 eV. The total energy comes out at -10279.2992 eV. As for the SMILES: C/N=N\O.C=C=O. For the frontier orbital gap, the calculation gives 9.691 eV. As for the spin multiplicity: 1. Its LUMO energy is 0.832 eV.

Each line ends with the natural charge from an NBO analysis.
CARTESIAN COORDINATES (ANGSTROEM)
C (0.12207, 1.41768, -2.12360)  0.7295
C (1.09249, 2.27577, -2.26906)  -0.8192
C (-1.18789, -1.87640, 0.93381)  -0.4934
N (-0.71221, -0.56106, 0.57296)  -0.1677
N (0.13417, 0.04619, 1.27302)  0.1081
O (0.58330, -0.56613, 2.40900)  -0.5833
O (-0.69274, 0.61918, -2.12283)  -0.4335
H (2.10361, 2.02124, -2.75210)  0.2706
H (1.39997, -0.09048, 2.67501)  0.4904
H (0.91107, 3.20968, -1.81900)  0.2520
H (-1.57798, -2.32873, 0.10969)  0.2106
H (-1.93529, -1.89953, 1.78701)  0.2184
H (-0.24055, -2.26742, 1.32609)  0.2175